--- P ---
{"formula": "C2H6S2", "method": "wB97M-V/def2-TZVPD", "species": ["S", "S", "C", "C", "H", "H", "H", "H", "H", "H"], "positions_angstrom": [[0.14822, -1.94863, 0.82411], [1.82012, -2.10547, 2.06763], [-0.12304, 1.29805, -1.25980], [-1.21958, 1.43619, -0.52508], [0.58391, 2.10986, -1.35214], [-1.85811, 0.59143, -0.30938], [0.11509, 0.41112, -1.83436], [1.41274, -3.27072, 2.58772], [0.67821, -0.95711, 0.09840], [-1.55757, 2.43529, -0.29711]], "lowdin_charge": [0.22, 0.22, -0.10, -0.07, 0.05, 0.04, 0.04, -0.21, -0.24, 0.05], "multiplicity": 1, "orbital_gap_ev": 8.83, "smiles": "C=C.SS"}

---

--- Q ---
{"formula": "C2H6S2", "method": "wB97M-V/def2-TZVPD", "species": ["S", "S", "C", "C", "H", "H", "H", "H", "H", "H"], "positions_angstrom": [[2.04444, -0.30305, 0.99063], [2.29576, -2.07907, 1.89589], [-1.50280, 0.22149, -1.49472], [-1.45995, 1.31656, -0.81045], [0.89352, -0.02856, 1.59364], [3.59821, -2.06594, 2.14017], [-2.26129, 1.92617, -0.30965], [-0.62223, -0.47455, -1.62951], [-2.43453, -0.24642, -1.88096], [-0.55112, 1.73338, -0.49504]], "lowdin_charge": [0.21, 0.22, -0.10, -0.11, -0.21, -0.21, 0.07, 0.07, 0.06, 0.01], "multiplicity": 1, "orbital_gap_ev": 9.23, "smiles": "C=C.SS"}

---

--- R ---
{"formula": "C2H6S2", "method": "wB97M-V/def2-TZVPD", "species": ["S", "S", "C", "C", "H", "H", "H", "H", "H", "H"], "positions_angstrom": [[-0.25306, -2.22862, -1.19516], [0.42392, 2.09538, 1.74109], [0.24523, 2.38035, -0.05109], [-0.79560, -3.58079, -0.52322], [-1.63824, -3.57757, 0.15530], [-0.32914, -4.53647, -0.72299], [-0.77069, 2.09906, -0.30763], [1.75747, 2.16456, 1.76442], [0.94711, 1.75139, -0.58830], [0.41300, 3.43271, -0.27242]], "lowdin_charge": [0.60, 0.60, -0.49, -0.59, -0.01, -0.01, 0.02, -0.17, 0.02, 0.02], "multiplicity": 1, "orbital_gap_ev": 8.54, "smiles": "C=S.CS"}

---

R comes first in stability; the runner-up is 2.4 kcal/mol higher.

---

--- P ---
{"formula": "C4H6NOP", "method": "wB97M-V/def2-TZVPD", "species": ["P", "O", "N", "C", "C", "C", "C", "H", "H", "H", "H", "H", "H"], "positions_angstrom": [[1.65482, 1.92813, 0.23898], [3.16689, -1.68360, -0.36847], [2.78281, -0.58158, -0.28060], [-1.25269, -0.60670, 1.72406], [-1.76422, -0.54371, -0.81461], [2.00935, 0.28831, -0.42991], [-1.72016, -0.61250, 0.60553], [0.71960, 2.30340, -0.72919], [-2.13324, 0.44942, -1.32088], [-0.93818, -0.40273, 2.71311], [-0.77991, -0.63189, -1.27819], [-2.44814, -1.40552, -1.17693], [0.70308, 1.49898, 1.11710]], "lowdin_charge": [0.81, 0.04, -0.23, 0.08, -0.15, -0.33, -0.23, -0.12, 0.11, 0.02, 0.06, 0.10, -0.16], "multiplicity": 1, "orbital_gap_ev": [9.56, 9.56], "smiles": "O=NC#[PH2].C#CC"}

---

--- Q ---
{"formula": "C4H6NOP", "method": "wB97M-V/def2-TZVPD", "species": ["P", "O", "N", "C", "C", "C", "C", "H", "H", "H", "H", "H", "H"], "positions_angstrom": [[2.10550, -0.13530, 1.28975], [0.38393, -1.19685, -1.94968], [1.29380, -1.25765, -1.01968], [0.97017, -0.40105, -0.08010], [-1.21441, 1.01558, 0.37117], [-0.63234, -0.32240, -1.56194], [-0.39322, 0.15181, -0.32325], [-1.41197, -0.09611, -2.18660], [-1.93405, 0.53703, 1.17072], [1.05064, -0.05971, 2.23190], [-1.95919, 1.51675, -0.37652], [-0.60436, 1.73463, 0.98019], [2.34549, -1.48673, 1.45402]], "lowdin_charge": [0.85, -0.05, 0.00, -0.55, -0.11, -0.03, -0.33, 0.11, 0.12, -0.10, 0.12, 0.09, -0.11], "multiplicity": 1, "orbital_gap_ev": 10.14, "smiles": "Cc1conc1P"}

---

Q comes first in stability; the runner-up is 71.0 kcal/mol higher.

---

--- P ---
{"formula": "C2H4N6O", "method": "wB97M-V/def2-TZVPD", "species": ["O", "N", "N", "N", "N", "N", "N", "C", "C", "H", "H", "H", "H"], "positions_angstrom": [[-3.34894, -0.52887, 0.02170], [-0.74696, 1.56967, 0.08708], [-2.01880, 1.38107, 0.20689], [-0.14051, 0.42890, -0.37375], [-1.02128, -0.58332, -0.25829], [2.10679, 1.07429, -0.08835], [1.58191, -1.15064, 0.16027], [-2.27313, 0.01273, -0.04620], [1.23424, 0.17089, -0.04832], [-0.79284, -1.45972, -0.65747], [2.57894, -1.29055, 0.22804], [1.71746, 2.01099, -0.16219], [1.12314, -1.63544, 0.93058]], "lowdin_charge": [0.07, 0.09, 0.12, -0.08, 0.14, 0.15, 0.11, -0.52, -0.49, 0.15, 0.10, 0.05, 0.10], "multiplicity": 1, "orbital_gap_ev": 9.25, "smiles": "[H]/N=C(/N)n1nnc(=O)[nH]1"}

---

--- Q ---
{"formula": "C2H4N6O", "method": "wB97M-V/def2-TZVPD", "species": ["O", "N", "N", "N", "N", "N", "N", "C", "C", "H", "H", "H", "H"], "positions_angstrom": [[3.13255, -0.27348, 0.34958], [-1.14011, 1.24489, -0.31476], [2.20087, -1.40712, -0.01987], [-2.40204, -0.80657, 0.62916], [1.28136, 0.80491, -0.26825], [2.58175, 0.86314, 0.34642], [-0.19999, -0.99173, -0.58470], [1.05703, -0.63473, -0.29602], [-1.42105, -0.16347, -0.15197], [-1.33383, 2.19338, 0.97549], [-0.56251, -1.90982, -0.56871], [-3.31528, -0.31993, 1.17418], [0.12126, 1.40053, -1.27056]], "lowdin_charge": [-0.09, -0.11, 0.17, -0.01, 0.01, 0.05, 0.09, -0.38, -0.51, 0.28, 0.11, 0.11, 0.29], "multiplicity": 1, "orbital_gap_ev": 7.30}

---

--- R ---
{"formula": "C2H4N6O", "method": "wB97M-V/def2-TZVPD", "species": ["O", "N", "N", "N", "N", "N", "N", "C", "C", "H", "H", "H", "H"], "positions_angstrom": [[-3.16034, -0.54903, -0.20512], [-0.87732, -0.53067, 0.38499], [-0.51794, -1.87086, 0.33933], [0.65510, 1.40714, 0.33780], [0.17665, 0.13540, -0.17800], [2.46623, -0.62713, -0.36638], [0.71715, -2.01736, 0.08715], [1.26306, -0.70644, -0.15938], [-2.12113, -0.02828, -0.24441], [0.50459, 1.42730, 1.35057], [-1.97866, 0.98120, -0.74380], [2.72723, 0.34998, -0.39869], [0.14538, 2.02874, -0.20406]], "lowdin_charge": [0.12, -0.06, 0.08, 0.12, -0.14, 0.17, 0.12, -0.52, -0.25, 0.11, 0.15, 0.05, 0.05], "multiplicity": 1, "orbital_gap_ev": 9.37, "smiles": "[H]/N=c1/nnn(C=O)n1N"}

---

P comes first in stability; the runner-up is 52.2 kcal/mol higher.